Below is a cluster of 2 separate species, C4H7FN2O4PS in total at a distorted geometry, with properties calculated with the ωB97M-V functional and the def2-TZVPD basis.

Values from the calculation:
Maximum force   10.90 eV/Å
Net charge   -1
Frontier orbital gap   0.1184 Eh
DFT total energy   -38264.4269 eV

Last column: Mulliken charge in e.
CARTESIAN COORDINATES (ANGSTROEM)
1 C 0.79689 3.64342 1.23344  -0.14
2 C -0.22499 2.71703 1.60349  -0.19
3 N -1.18224 1.51089 1.70602  -0.11
4 P -2.44536 1.78193 0.44105  0.43
5 N -3.83503 2.04335 1.24179  -0.74
6 S -0.25926 0.05835 1.38325  1.10
7 O -0.12609 -0.25973 -0.15748  -0.45
8 O 1.22291 0.28439 1.86659  -0.50
9 F -0.89395 -1.36676 2.11630  -0.26
10 H 1.54854 4.33558 0.61570  0.35
11 H -2.13664 2.99191 -0.30852  0.12
12 H -2.56293 0.67894 -0.47736  0.14
13 H -3.65664 1.95090 2.28092  0.25
14 C 1.45032 -2.66530 -1.64228  -0.56
15 C 2.67349 -3.24024 -2.33528  0.47
16 O 3.67835 -2.47728 -2.37662  -0.73
17 O 2.52679 -4.41219 -2.78237  -0.75
18 H 1.63920 -1.65095 -1.27784  0.15
19 H 0.60955 -2.63046 -2.34145  0.23
20 H 1.17712 -3.29378 -0.78936  0.20

Below is a cluster of 2 separate species, C5H13N2PS2 in total at a distorted geometry, with properties calculated with the ωB97M-V functional and the def2-TZVPD basis.

Values from the calculation:
Maximum force   4.78 eV/Å
Energy relative to the best compared isomer or geometry (same formula, charge and spin)   37.2 kcal/mol
Frontier orbital gap (alpha / beta)   0.2689 / 0.2688 Eh
DFT total energy   -39329.9654 eV

Last column: Mulliken charge in e.
CARTESIAN COORDINATES (ANGSTROEM)
1 C -1.11074 0.63067 -0.93995  -0.67
2 C 3.14857 -0.31291 0.89133  -0.66
3 C 2.70970 0.82955 0.40453  -0.02
4 C -0.95495 -0.76101 -1.07733  -0.28
5 C -3.28214 0.91348 0.16235  -0.80
6 N -1.77829 1.11579 0.25466  -0.08
7 N -1.17525 -2.82736 0.63605  -0.45
8 P 3.46888 1.59706 -1.05486  -0.10
9 S -1.03161 0.40630 1.61421  -0.23
10 S -0.25276 -1.49474 0.26533  0.23
11 H -0.14848 1.12310 -0.74817  0.13
12 H -1.51619 1.08575 -1.89366  0.35
13 H 4.03172 -0.78006 0.53810  0.25
14 H 2.67549 -0.69971 1.83866  0.22
15 H 1.79764 1.38979 0.76333  0.29
16 H -1.77030 -1.31695 -1.61166  0.34
17 H -3.78757 1.77242 -0.16962  0.33
18 H -3.51303 -0.03823 -0.28885  0.30
19 H -3.80157 0.78071 1.14792  0.28
20 H -1.75875 -3.27972 -0.06191  0.24
21 H -0.63882 -3.60312 0.93202  0.27
22 H 4.58998 0.79069 -1.16961  0.00
23 H 4.09847 2.67851 -0.43288  0.04

Below is a structure of composition C23H28ClIrN4O2Si at a distorted geometry, with properties calculated with the ωB97M-V functional and the def2-TZVPD basis.

Values from the calculation:
Maximum force   2.05 eV/Å
Energy relative to the best compared isomer or geometry (same formula, charge and spin)   29.4 kcal/mol
Frontier orbital gap   0.2486 Eh
DFT total energy   -57600.8270 eV

Last column: Mulliken charge in e.
CARTESIAN COORDINATES (ANGSTROEM)
1 Ir 2.11648 0.24802 -0.02339  0.98
2 O -1.89317 3.45971 2.03540  -0.69
3 C -1.91652 3.68568 0.71031  0.57
4 C -2.89110 4.56871 0.24035  -0.74
5 C -2.98296 4.85771 -1.10401  -0.32
6 C -2.10730 4.27765 -2.02182  -0.86
7 C -1.14278 3.40724 -1.56569  -0.57
8 C -1.02447 3.09455 -0.20581  0.57
9 C 0.00902 2.11999 0.18981  0.55
10 O 0.77883 1.67411 -0.72858  -0.74
11 N 0.03731 1.75810 1.49144  -1.08
12 N 0.96048 0.78831 1.66181  0.11
13 C 1.19506 0.11660 2.72069  -0.57
14 C 2.31860 -0.84078 2.60399  0.60
15 C 2.65880 -1.68607 3.64064  -0.83
16 C 3.71774 -2.57202 3.48820  -0.32
17 C 4.43194 -2.55517 2.30787  -0.97
18 C 4.05027 -1.67304 1.30824  -0.03
19 N 3.00880 -0.84533 1.42611  0.18
20 H -1.18481 2.79500 2.20944  0.62
21 H -3.56424 5.01222 0.96203  0.44
22 H -3.74714 5.54427 -1.44737  0.38
23 H -2.18377 4.50573 -3.07597  0.43
24 H -0.44672 2.93985 -2.24881  0.48
25 H 0.64122 0.24225 3.64599  0.42
26 H 2.08670 -1.64885 4.55742  0.41
27 H 3.97718 -3.25661 4.28442  0.44
28 H 5.27086 -3.21494 2.13967  0.42
29 H 4.59581 -1.60470 0.37896  0.50
30 C -5.91385 -0.68740 -0.59329  -1.43
31 C -4.46310 -0.69055 -0.20490  1.12
32 C -3.51917 -1.42976 -0.90474  -0.84
33 C -2.18815 -1.37584 -0.52030  -0.20
34 N -1.73777 -0.64523 0.49727  -0.07
35 C -2.64899 0.05749 1.17265  -0.28
36 C -3.99876 0.06498 0.86595  -0.81
37 H -6.16238 -1.55289 -1.20580  0.37
38 H -6.15188 0.20913 -1.16931  0.28
39 H -6.55509 -0.69027 0.28800  0.37
40 H -3.81073 -2.04223 -1.74903  0.36
41 H -1.44318 -1.94568 -1.06532  0.16
42 H -2.27815 0.66130 1.99285  0.44
43 H -4.67865 0.66916 1.45461  0.42
44 Cl 3.58232 0.90919 -2.99175  -0.24
45 C 3.70054 0.73148 -1.16459  -0.89
46 H 3.93243 1.74997 -0.84020  0.39
47 H 4.58256 0.10077 -1.03549  0.31
48 C 3.44295 -2.45717 -2.04535  -1.15
49 Si 1.91131 -1.62366 -1.31890  0.71
50 C 1.07494 -2.92425 -0.22925  -1.33
51 C 0.81459 -1.24187 -2.79241  -1.14
52 H 3.10930 -3.23790 -2.73707  0.41
53 H 4.09163 -2.95141 -1.31773  0.32
54 H 4.03741 -1.74456 -2.61917  0.30
55 H 0.46611 -3.59256 -0.84559  0.45
56 H 0.42128 -2.47459 0.52290  0.25
57 H 1.81852 -3.54024 0.28588  0.40
58 H 0.39248 -2.16912 -3.19476  0.39
59 H 1.41050 -0.76643 -3.57124  0.33
60 H -0.00913 -0.56809 -2.54528  0.23